DFT (ωB97M-V with the def2-TZVPD basis set) results for one molecule with the formula C4H4ClNO3S.

Values from the calculation:
* gap between HOMO and LUMO (spin up / spin down): 7.248 / 8.330 eV
* E_HOMO (spin up / spin down): -9.5 / -10.0 eV

Geometry as XYZ:
```
14
Properties=species:S:1:pos:R:3:forces:R:3
C 0.75726 1.37510 0.25398 -4.3 -1.3 -1.6
C -0.78288 0.26042 -0.61061 3.8 1.0 3.6
C 1.94072 0.58235 0.01671 0.1 1.7 0.6
C -2.14873 0.31094 -0.05468 0.0 -4.1 -0.8
N 1.69841 -0.72087 -0.11678 -1.4 -0.2 -0.3
O 3.02823 1.09110 0.01412 1.4 0.2 -0.1
O 0.12809 -2.31936 -1.14402 -0.5 -0.4 -0.5
O -0.22662 -1.59244 1.22755 -0.1 0.3 -1.9
S 0.11121 -1.29323 -0.16417 0.3 0.5 2.2
Cl 0.78650 3.00336 0.66380 -0.2 -0.9 -0.4
H -2.74266 -0.54488 -0.49902 0.4 1.0 -0.8
H -2.63483 1.18476 -0.17022 -1.5 3.0 -0.7
H -2.41664 -0.08691 0.91264 1.3 0.4 1.3
H 2.50194 -1.25034 -0.32931 0.6 -1.3 -0.5
```
Positions in Å, forces in eV/Å.

DFT (ωB97M-V with the def2-TZVPD basis set) results for one molecule with the formula C4H4ClNOS.

Values from the calculation:
* structure (SMILES): COc1sncc1Cl
* gap between HOMO and LUMO: 9.514 eV
* E_HOMO: -8.9 eV

Geometry as XYZ:
```
12
Properties=species:S:1:pos:R:3:forces:R:3
C 2.08323 -0.82416 -0.08106 1.5 -2.2 3.0
O 0.70845 -1.19151 0.09706 -0.4 0.0 -0.8
C -0.16449 -0.17239 0.13955 -1.1 0.9 -1.3
S 0.34136 1.51436 0.12873 -0.6 -0.9 0.3
N -1.18971 2.08183 0.05398 1.0 2.4 -0.1
C -2.07238 1.17887 -0.05027 2.0 -3.5 0.2
C -1.57215 -0.17805 -0.03934 2.1 0.2 1.0
Cl -2.51651 -1.61390 0.05713 0.0 0.1 -0.2
H 2.72948 -1.57164 -0.68050 -1.6 0.8 1.2
H 2.45857 -0.71567 1.01123 0.0 -0.5 -1.8
H 2.25787 0.11563 -0.48420 -0.2 1.8 -1.2
H -3.06372 1.37663 -0.15229 -2.8 0.8 -0.2
```
Positions in Å, forces in eV/Å.

The records above yield strongest force on any atom values of 5.373 4.034 eV Å⁻¹, respectively.
The records above yield energy above the lowest of the compared OMol25 structures with the same formula, charge and spin values of 4.3147 1.2920 eV, respectively.